One molecule with the formula C6H10P2, computed with ωB97M-V/def2-TZVPD.

Values from the calculation:
- ΔE to the lowest compared entry with this formula, charge and spin: 318.1 kJ/mol
- Charge: 0
- Multiplicity: 1
- LUMO level (spin up / spin down): 0.0128 / -0.0039 Ha
- HOMO energy (spin up / spin down): -7.34 / -7.38 eV
- F_max: 0.0287 hartree/bohr

Bonds (Å) are listed after each position.
CARTESIAN COORDINATES (ANGSTROEM)
1 C -0.81578 0.14151 -0.14205  C3 1.284, C4 1.447
2 C 1.80896 -1.20771 -0.08570  C5 1.455, P7 1.623
3 C -0.34011 1.32980 -0.03660  C1 1.284, C6 1.525, P8 1.864
4 C -1.88646 -0.83002 -0.20700  C1 1.447, H10 1.095, H11 1.091, H12 1.092
5 C 1.83355 -2.66153 -0.13631  C2 1.455, H13 1.093, H14 1.094, H15 1.091
6 C -1.16344 2.59994 0.15008  C3 1.525, H16 1.087, H17 1.088, H18 1.088
7 P 2.70860 0.10384 0.23609  C2 1.623, P8 2.191
8 P 1.44338 1.82146 -0.26121  C3 1.864, P7 2.191, H9 1.400
9 H 1.57008 2.41023 1.00216  P8 1.400
10 H -2.71896 -0.45381 -0.81030  C4 1.095
11 H -2.24802 -1.05835 0.79715  C4 1.091
12 H -1.53985 -1.76171 -0.65800  C4 1.092
13 H 2.77380 -3.05100 -0.53442  C5 1.093
14 H 1.01911 -3.02033 -0.77212  C5 1.094
15 H 1.67814 -3.07383 0.86226  C5 1.091
16 H -0.55233 3.49194 0.04295  C6 1.087
17 H -1.60928 2.59463 1.14283  C6 1.088
18 H -1.96139 2.62495 -0.58981  C6 1.088